This record from the Open Molecules 2025 dataset describes C66H56N2O3P2S2SiTc as an isolated structure. The level of theory is ωB97M-V/def2-TZVPD.

Each line ends with the Löwdin charge.
Geometry (Å):
Tc1 -0.52712 0.48620 0.13458  0.934
C1 2.31894 -2.04379 1.12853  -0.144
Si1 1.55642 -0.37419 1.47311  0.644
C2 1.25366 -0.37780 3.31847  -0.296
C3 2.23271 -0.74654 4.24624  -0.069
C4 2.01553 -0.56473 5.60033  -0.042
C5 0.81425 -0.01687 6.05702  -0.046
C6 -0.17257 0.32606 5.15899  -0.063
C7 0.05627 0.13704 3.78551  -0.432
P1 -1.15453 0.53961 2.55083  1.115
C8 -2.44774 1.44149 0.06993  -0.288
C9 -2.92370 1.86384 -1.17459  -0.060
C10 -4.11800 2.50779 -1.55003  -0.013
C11 -5.32582 2.45666 -0.90926  -0.004
C12 -5.54393 1.75984 0.30633  -0.013
C13 -4.60061 1.39078 1.18872  -0.069
C14 -2.65261 0.05103 3.44488  -0.408
C15 -3.46013 1.03570 4.01472  -0.131
C16 -4.50220 0.67849 4.85831  -0.063
C17 -4.75248 -0.66190 5.12149  -0.052
C18 -3.93846 -1.64383 4.57342  -0.046
C19 -2.87544 -1.28783 3.75798  -0.079
C20 2.80019 1.02446 1.33328  -0.305
C21 4.15359 0.79130 1.59955  -0.072
C22 5.02114 1.84892 1.81506  -0.044
C23 4.54973 3.15878 1.77749  -0.042
C24 3.22061 3.40620 1.48725  -0.068
C25 2.34877 2.34062 1.25676  -0.382
P2 0.62984 2.62111 0.72001  1.028
C26 -0.17969 3.49841 2.09672  -0.384
C27 -1.46189 4.02352 1.91854  -0.138
C28 -2.13027 4.62255 2.97270  -0.069
C29 -1.53416 4.68334 4.22706  -0.062
C30 -0.26901 4.15037 4.41765  -0.055
C31 0.40920 3.56349 3.35744  -0.086
C32 0.90514 3.91866 -0.54796  -0.341
C33 0.34619 5.19041 -0.47582  -0.074
C34 0.67740 6.16073 -1.41526  -0.056
C35 1.57770 5.87661 -2.42667  -0.055
C36 2.15398 4.61411 -2.49714  -0.069
C37 1.81371 3.64382 -1.57150  -0.113
H1 2.87572 -2.35172 2.01342  0.041
H2 2.99867 -2.04888 0.27804  0.039
H3 1.55308 -2.80313 0.95943  0.046
H4 3.17587 -1.16439 3.91836  0.103
H5 2.78081 -0.84751 6.31055  0.116
H6 0.65467 0.12911 7.11618  0.116
H7 -1.11271 0.72917 5.51112  0.111
H8 -2.20315 1.77312 -1.96611  0.041
H9 -4.08269 3.01426 -2.50915  0.097
H10 -6.18558 2.90772 -1.38719  0.124
H11 -6.56115 1.53043 0.59506  0.129
H12 -4.87356 0.90979 2.11718  0.120
H13 -3.25335 2.08150 3.81815  0.102
H14 -5.11554 1.44530 5.31169  0.115
H15 -5.56969 -0.94037 5.77254  0.115
H16 -4.11753 -2.68654 4.79586  0.114
H17 -2.21068 -2.05097 3.37967  0.094
H18 4.53341 -0.22227 1.64617  0.109
H19 6.06592 1.65743 2.01884  0.116
H20 5.22526 3.98321 1.95844  0.117
H21 2.86464 4.42767 1.41953  0.123
H22 -1.94621 3.95858 0.95106  0.101
H23 -3.11388 5.04536 2.81748  0.115
H24 -2.05586 5.14817 5.05242  0.114
H25 0.19758 4.19368 5.39199  0.115
H26 1.39544 3.14955 3.52078  0.108
H27 -0.32961 5.45291 0.32429  0.093
H28 0.23784 7.14595 -1.34113  0.115
H29 1.84413 6.63654 -3.14794  0.116
H30 2.88149 4.39414 -3.26806  0.115
H31 2.28962 2.67460 -1.62659  0.092
O1 -3.69206 -1.63166 -1.59886  -0.444
S1 -3.14816 -1.37888 -0.24675  0.909
O2 -3.25734 1.62747 1.15328  -0.140
N1 -1.46808 -1.28587 -0.32110  -0.335
C38 -0.79324 -2.21566 -1.14253  -0.289
C39 -1.28792 -3.38667 -1.67431  0.005
C40 -0.48471 -4.20491 -2.49422  -0.022
C41 0.79285 -3.85284 -2.82808  -0.023
C42 1.32196 -2.63542 -2.34196  -0.163
C43 2.58935 -2.14332 -2.71614  0.029
C44 2.99811 -0.91833 -2.26987  -0.017
C45 2.16518 -0.20707 -1.39991  -0.187
N2 0.99286 -0.65635 -0.98116  -0.116
C46 0.53169 -1.84593 -1.48194  -0.204
C47 -3.37595 -2.88796 0.69845  -0.374
C48 -2.35892 -3.56873 1.35154  -0.116
C49 -2.66488 -4.70070 2.09284  -0.062
C50 -3.98034 -5.13346 2.19307  -0.061
C51 -4.99559 -4.43725 1.55177  -0.056
C52 -4.69610 -3.31088 0.80076  -0.072
H32 -2.30974 -3.68303 -1.49468  0.111
H33 -0.90840 -5.12246 -2.87872  0.123
H34 1.39552 -4.47243 -3.47782  0.126
H35 3.21356 -2.73274 -3.37580  0.136
H36 3.94971 -0.49364 -2.55486  0.126
H37 2.48600 0.73707 -0.99115  0.085
H38 -1.33539 -3.22400 1.27920  0.099
H39 -1.87555 -5.24640 2.59140  0.114
H40 -4.21406 -6.01942 2.76710  0.113
H41 -6.01927 -4.77506 1.63106  0.114
H42 -5.47922 -2.77750 0.27742  0.114
O3 -0.42618 1.28146 -1.98835  -0.640
S2 -0.05508 0.70613 -3.35900  1.059
C53 -1.59497 -0.03256 -3.94719  -0.239
C54 -1.41751 -0.62816 -5.31619  -0.272
C55 -0.46500 -1.61739 -5.54180  -0.043
C56 -0.29257 -2.14668 -6.81097  -0.059
C57 -1.07516 -1.69468 -7.86481  -0.063
C58 -2.03480 -0.71847 -7.64304  -0.056
C59 -2.20246 -0.18394 -6.37377  -0.047
C60 0.05746 2.09728 -4.49093  -0.239
C61 -1.14784 2.98610 -4.56044  -0.258
C62 -1.54708 3.73885 -3.45906  -0.056
C63 -2.63629 4.59116 -3.55748  -0.091
C64 -3.33631 4.69947 -4.75193  -0.065
C65 -2.93749 3.95640 -5.85402  -0.051
C66 -1.84699 3.10459 -5.75812  -0.040
H43 -2.35611 0.74915 -3.93703  0.102
H44 -1.83983 -0.78123 -3.18657  0.084
H45 0.13409 -1.98562 -4.71877  0.089
H46 0.44555 -2.91914 -6.97831  0.110
H47 -0.94481 -2.11112 -8.85379  0.112
H48 -2.65599 -0.37407 -8.45807  0.113
H49 -2.95803 0.57235 -6.20004  0.112
H50 0.26744 1.61033 -5.44652  0.111
H51 0.95424 2.63033 -4.17155  0.088
H52 -0.98894 3.67384 -2.53537  0.094
H53 -2.92660 5.18994 -2.70359  0.115
H54 -4.17838 5.37312 -4.82996  0.113
H55 -3.46807 4.04727 -6.79149  0.115
H56 -1.52917 2.53650 -6.62370  0.115

Properties
<S²> = 3.797
molar mass = 1177.4 g mol⁻¹
total charge = +2
frontier orbital gap (alpha / beta) = 7.00 / 5.95 eV
E_LUMO (alpha / beta) = -5.1 / -6.7 eV
E_HOMO (alpha / beta) = -12.1 / -12.7 eV
2S+1 = 4